# 1
ORCA calculation (the ωB97M-V functional and the def2-TZVPD basis) on a single C5H7BrO2 molecule in a non-equilibrium geometry.

```
15
Properties=species:S:1:pos:R:3
C -0.380 -0.336 -0.132
C 0.862 1.735 0.696
C 0.930 1.747 -0.806
C 1.044 0.396 0.005
C -1.301 -2.552 0.021
O -1.402 0.224 -0.274
O -0.177 -1.675 0.029
Br 2.733 -0.475 0.026
H 1.662 2.175 1.364
H -0.093 1.840 1.315
H -0.082 1.842 -1.453
H 1.851 2.242 -1.356
H -2.312 -2.112 -0.272
H -1.455 -3.084 0.995
H -1.129 -3.414 -0.749
```

ΔE to the lowest compared entry with this formula, charge and spin   51.1 kJ/mol
E_HOMO   -0.3586 Ha
Orbital gap   10.595 eV
Multiplicity   1
SMILES   COC(=O)C1(Br)CC1

=====

# 2
ORCA calculation (the ωB97M-V functional and the def2-TZVPD basis) on a single C4H5NO2 molecule in a non-equilibrium geometry.

```
12
Properties=species:S:1:pos:R:3
C 1.065 0.099 -0.914
C -0.184 0.148 -1.439
C -1.172 -0.010 -0.298
C -0.399 -0.528 0.927
H 0.769 0.151 2.278
H 1.893 0.362 -1.715
H -0.307 1.017 -2.249
H -1.609 0.816 -0.047
H -2.100 -0.616 -0.634
N 0.915 -0.693 0.310
O 1.685 -0.207 1.597
O -0.557 -0.538 2.185
```

ΔE to the lowest compared entry with this formula, charge and spin   590.5 kJ/mol
E_HOMO   -0.3484 Ha
Orbital gap   9.794 eV
Multiplicity   1
SMILES   O=C1CC=CN1O

=====

# 3
ORCA calculation (the ωB97M-V functional and the def2-TZVPD basis) on a molecular structure, C39H35Br4ClN5O4Sb2V.

```
91
Properties=species:S:1:pos:R:3
V -0.322 -0.339 -1.401
N -0.243 -4.511 -2.248
C -0.633 -3.252 -2.108
N 0.162 -2.225 -2.206
C 1.526 -2.430 -2.407
N 2.329 -1.429 -2.498
N 1.596 -0.253 -2.414
C 2.155 0.785 -2.898
C 1.283 1.944 -3.104
C 1.721 3.137 -3.648
C 0.760 4.081 -3.995
C -0.576 3.769 -3.821
C -0.916 2.544 -3.254
N -0.008 1.662 -2.872
C 2.014 -3.800 -2.535
C 3.365 -4.099 -2.717
C 3.772 -5.412 -2.818
C 2.836 -6.446 -2.739
C 1.497 -6.171 -2.557
C 1.100 -4.843 -2.454
H -0.931 -5.243 -2.154
H -1.682 -3.082 -1.899
H 3.177 0.749 -3.264
H 2.774 3.312 -3.814
H 1.054 5.028 -4.425
H -1.355 4.452 -4.126
H -1.947 2.247 -3.119
H 4.075 -3.287 -2.770
H 4.818 -5.644 -2.957
H 3.161 -7.473 -2.820
H 0.770 -6.968 -2.489
Br -6.912 -1.262 -3.127
C -5.293 -1.318 -2.181
C -5.203 -1.968 -0.937
Br -6.718 -2.802 -0.209
C -4.006 -2.005 -0.222
Br -3.793 -2.851 1.438
C -2.886 -1.369 -0.754
O -1.695 -1.292 -0.215
C -2.995 -0.755 -1.993
O -1.807 -0.243 -2.391
C -4.165 -0.705 -2.726
Br -4.141 0.202 -4.369
C -2.945 3.067 -0.842
Sb -1.558 1.827 0.202
C -3.023 1.034 1.513
C -0.853 3.472 1.417
C -0.262 3.178 2.759
C -1.128 2.954 3.829
C -0.659 2.705 5.107
C 0.710 2.660 5.330
C 1.576 2.915 4.283
C 1.115 3.200 2.998
C 2.104 3.578 1.947
Sb 2.466 2.048 0.477
C 3.302 0.625 1.831
C 4.333 2.848 -0.193
H -3.606 3.494 -0.088
H -3.547 2.484 -1.539
H -2.444 3.872 -1.373
H -3.373 1.828 2.170
H -2.636 0.199 2.090
H -3.859 0.684 0.906
H -1.778 4.033 1.553
H -0.204 4.066 0.778
H -2.196 3.003 3.659
H -1.356 2.549 5.919
H 1.101 2.459 6.318
H 2.643 2.927 4.466
H 3.069 3.788 2.409
H 1.800 4.481 1.415
H 4.201 1.038 2.288
H 3.555 -0.297 1.310
H 2.578 0.399 2.612
H 4.892 3.232 0.657
H 4.178 3.651 -0.910
H 4.918 2.063 -0.669
Cl -1.455 -1.906 6.269
C -0.761 -1.899 4.681
C -0.651 -0.696 4.000
C -0.117 -0.696 2.724
C 0.303 -1.885 2.142
C 0.210 -3.080 2.853
C -0.327 -3.093 4.126
C 0.822 -1.953 0.760
O 1.326 -2.931 0.267
O 0.686 -0.813 0.034
H -0.980 0.221 4.462
H -0.016 0.238 2.186
H 0.549 -3.996 2.392
H -0.418 -4.010 4.688
```

ΔE to the lowest compared entry with this formula, charge and spin   46.8 kJ/mol
Net charge   +1
E_HOMO (spin up / spin down)   -0.3785 / -0.3787 Ha
Orbital gap (spin up / spin down)   6.229 / 6.584 eV
Multiplicity   2

=====

# 4
ORCA calculation (the ωB97M-V functional and the def2-TZVPD basis) on a molecular structure, C17H27BNO4P2Sn in a non-equilibrium geometry.

```
53
Properties=species:S:1:pos:R:3
Sn 0.056 -0.150 -1.098
P -0.200 2.403 -0.652
C 1.524 2.767 -0.728
C 2.463 1.908 -0.146
N 2.029 0.636 0.230
C 2.823 -0.175 0.947
C 4.084 0.246 1.360
C 4.582 1.469 0.950
C 3.793 2.306 0.178
C 2.316 -1.562 1.293
P 1.117 -2.242 0.083
H 4.154 3.264 -0.157
H 4.681 -0.475 1.905
H 5.592 1.748 1.224
H 3.161 -2.250 1.410
H 1.806 -1.514 2.264
H 3.215 1.855 -5.567
H 1.916 3.672 -1.181
H 1.085 -2.861 -4.257
O 2.260 1.944 -5.606
H 2.106 2.803 -5.167
H -1.543 -0.906 -0.935
O 1.836 -2.291 -4.394
H 1.313 -1.484 -4.599
C 2.210 -3.196 -1.042
H 2.844 -3.847 -0.405
H 1.585 -3.802 -1.728
H 2.830 -2.522 -1.664
C 0.176 -3.550 0.950
H -0.501 -4.034 0.224
H 0.876 -4.301 1.360
H -0.425 -3.106 1.759
C -0.871 3.091 0.893
H -1.484 3.969 0.642
H -1.474 2.331 1.397
H -0.022 3.396 1.519
C -1.149 3.254 -1.960
H -2.175 2.853 -1.923
H -1.172 4.342 -1.776
H -0.719 3.051 -2.952
O -2.206 0.286 1.459
B -1.921 -0.651 0.389
O -2.779 -1.763 0.617
C -3.671 -1.417 1.588
C -4.955 -1.920 1.672
C -5.869 -1.204 2.437
C -5.491 -0.053 3.117
C -4.193 0.459 3.018
C -3.304 -0.194 2.169
H -5.218 -2.799 1.092
H -6.884 -1.573 2.481
H -6.251 0.440 3.721
H -3.955 1.349 3.591
```

ΔE to the lowest compared entry with this formula, charge and spin   0.0 kJ/mol
Net charge   +1
E_HOMO   -0.3492 Ha
Orbital gap   5.545 eV
Multiplicity   1